1.
Molecular formula: C29H54N3NiOP2
Method: DFT, ωB97M-V with the def2-TZVPD basis set

Results
lowest unoccupied orbital energy (alpha / beta)	-2.44 / -2.75	eV
charge	+1
electronic energy	-3567.59977	Eh
spin multiplicity	3
frontier orbital gap (alpha / beta)	6.4 / 6.6	eV
HOMO (alpha / beta)	-8.88 / -9.38	eV

Last column: Mulliken charge in e.
CARTESIAN COORDINATES (ANGSTROEM)
C1 -1.096847 -2.441026 -0.967374  0.3061
C2 1.148716 -1.800444 -0.732810  0.2015
C3 -0.759344 -3.517117 -1.792229  -0.9242
C4 1.548686 -2.951355 -1.445507  -1.2153
C5 0.598000 -3.802651 -1.977408  -0.8096
H1 -1.552961 -4.116188 -2.240247  0.5014
H2 2.615987 -3.091065 -1.611276  0.5438
H3 0.908353 -4.676524 -2.545935  0.4193
N1 -0.162930 -1.727443 -0.321856  0.4094
P1 -2.703212 -0.982142 0.680476  0.9312
P2 2.589522 0.577393 0.473551  2.5997
C6 -2.550188 -1.995077 -0.849299  -1.1834
H4 -2.804823 -1.365696 -1.718009  0.4180
H5 -3.224729 -2.862335 -0.901424  0.2400
C7 1.027464 1.393438 1.174009  -0.4801
O1 0.815683 2.489883 1.623755  -0.5712
C8 2.056830 -0.681237 -0.698415  -1.8774
H6 2.953652 -1.004043 -1.238734  0.4523
C9 3.766437 1.508777 -0.757046  2.5317
C10 3.507455 0.364875 2.090966  1.5795
C11 -3.904536 0.436176 0.306498  2.2226
C12 -3.467238 -2.286676 1.831307  2.1115
C13 3.210124 2.932135 -0.796863  -1.7968
H7 3.249078 3.436435 0.178850  0.3387
H8 3.808890 3.529690 -1.502972  0.4937
H9 2.167684 2.917060 -1.146540  0.1205
C14 5.267339 1.478932 -0.424542  -2.1265
H10 5.550143 1.925599 0.532498  0.3771
H11 5.660408 0.452955 -0.481045  0.4593
H12 5.794222 2.045403 -1.208724  0.4856
C15 3.716407 0.896500 -2.162843  -2.1297
H13 4.174880 1.583645 -2.883485  0.6182
H14 4.285979 -0.040338 -2.239219  0.3467
H15 2.681952 0.704587 -2.456473  0.2086
C16 3.927127 1.757132 2.618764  -1.6080
H16 3.064565 2.418155 2.770337  0.2826
H17 4.427663 1.616404 3.587922  0.5195
H18 4.632995 2.277808 1.966440  0.1892
C17 2.611889 -0.273428 3.163548  -1.7392
H19 1.765874 0.369436 3.432228  0.2883
H20 2.248677 -1.260858 2.851909  0.2732
H21 3.214277 -0.409671 4.075945  0.6290
C18 4.724686 -0.549063 1.941844  -1.7769
H22 5.505993 -0.140125 1.302929  0.2956
H23 5.171957 -0.675848 2.936204  0.5400
H24 4.438901 -1.538227 1.566033  0.3284
C19 -3.890193 -1.623382 3.155913  -1.6017
H25 -4.384956 -2.387296 3.774876  0.5324
H26 -3.040883 -1.248252 3.746218  0.4039
H27 -4.608714 -0.803776 3.016019  0.1962
C20 -2.397930 -3.361282 2.102398  -1.5833
H28 -2.126159 -3.905591 1.187688  0.2668
H29 -1.480033 -2.961434 2.557837  0.1916
H30 -2.820756 -4.094454 2.806939  0.5854
C21 -4.688249 -2.999926 1.220581  -1.7086
H31 -5.037284 -3.745797 1.949830  0.5375
H32 -5.522125 -2.323687 1.016135  0.3536
H33 -4.447727 -3.549142 0.305862  0.3317
C22 -3.604030 0.970494 -1.100519  -1.9635
H34 -3.895406 0.263721 -1.889583  0.3721
H35 -4.173254 1.900232 -1.256270  0.5574
H36 -2.539421 1.212102 -1.207223  0.0132
C23 -3.641557 1.563694 1.324846  -1.6715
H37 -2.621746 1.961925 1.229471  0.1803
H38 -4.340144 2.385296 1.112151  0.5341
H39 -3.800930 1.243447 2.363979  0.2846
C24 -5.385485 0.029660 0.368679  -2.0684
H40 -5.632718 -0.759932 -0.356701  0.3635
H41 -5.706077 -0.276122 1.374940  0.3968
H42 -5.989696 0.914525 0.102824  0.5153
Ni1 -0.617512 -0.034245 0.826507  0.2259
N2 -0.206332 0.790918 -0.799435  0.0862
C25 0.577189 0.926819 -1.710485  0.2387
C26 0.314837 1.804754 -3.012675  2.1409
C27 1.427478 1.824159 -4.039926  -2.1028
C28 -0.907820 1.238367 -3.711851  -1.5100
C29 0.043598 3.237677 -2.569738  -1.7177
H43 2.319704 2.350879 -3.693942  0.2771
H44 1.696304 0.819630 -4.383785  0.3968
H45 1.083576 2.384880 -4.919300  0.5186
H46 -1.804303 1.347649 -3.089831  0.1657
H47 -1.083030 1.767082 -4.659174  0.4984
H48 -0.759274 0.176598 -3.945267  0.3921
H49 -0.427772 3.806848 -3.378737  0.4672
H50 -0.623977 3.246565 -1.701172  0.2147
H51 0.966239 3.750540 -2.290464  0.5271
N3 -0.711933 -0.185884 2.773468  -0.5180
H52 -0.161197 -0.983753 3.081610  0.2142
H53 -1.651408 -0.273056 3.158757  0.0366
H54 -0.310614 0.674690 3.152792  0.4051

Forces on atoms 1 to 2 (eV/Å):
-0.02 -0.88 -0.49
-0.65 0.03 0.18

2.
Molecular formula: C29H55BiClNO2Si3
Method: DFT, ωB97M-V with the def2-TZVPD basis set

Results
lowest unoccupied orbital energy	-0.22	eV
electronic energy	-2886.45748	Eh
spin multiplicity	1
frontier orbital gap	6.3	eV
HOMO	-6.55	eV

Last column: Mulliken charge in e.
CARTESIAN COORDINATES (ANGSTROEM)
Bi1 0.014909 1.531295 -0.413997  0.6385
C1 -2.730388 1.586561 -2.092067  1.4101
C2 -1.739435 2.333625 -2.849020  1.2019
C3 -1.244069 3.340686 -2.058779  -0.1685
C4 -1.755715 3.120473 -0.685634  1.6143
C5 -2.831124 2.118060 -0.837829  0.1428
C6 -3.875245 1.833184 0.195893  -1.9528
C7 -1.837595 4.234115 0.327678  -1.7964
C8 -0.612987 4.623948 -2.495334  -1.6865
C9 -1.425587 2.079593 -4.288822  -2.0204
C10 -3.510481 0.448045 -2.671687  -1.8492
H1 -4.766772 1.428424 -0.281792  0.4844
H2 -4.160850 2.753591 0.709543  0.4356
H3 -3.548869 1.118077 0.947208  0.0375
H4 -2.653965 4.922159 0.085719  0.3748
H5 -0.917289 4.820993 0.353564  0.3955
H6 -2.017631 3.844472 1.330992  0.3447
H7 -1.406052 5.372526 -2.598802  0.3906
H8 -0.116525 4.526384 -3.456359  0.4194
H9 0.097288 5.013157 -1.766765  0.2311
H10 -2.283309 2.312166 -4.926265  0.4044
H11 -1.161681 1.032940 -4.443860  0.2288
H12 -0.583743 2.688071 -4.615813  0.4075
H13 -4.407281 0.238946 -2.089806  0.3094
H14 -2.912468 -0.466726 -2.688270  0.0821
H15 -3.810508 0.664445 -3.698363  0.4649
C11 0.200555 -1.404620 -2.745481  -0.8460
O1 0.804395 -0.199692 -3.192242  0.0518
C12 2.121275 -0.350540 -3.652241  -1.0373
C13 3.102377 -0.787104 -2.569186  -0.3923
O2 2.897422 -0.039781 -1.389661  -0.0119
C14 3.825341 -0.366107 -0.380125  -0.7161
H16 0.461686 -2.240128 -3.404746  0.6024
H17 -0.877014 -1.243261 -2.777755  -0.2170
H18 0.480242 -1.648429 -1.718821  0.4478
H19 2.402928 0.618386 -4.055177  0.3632
H20 2.171239 -1.094792 -4.459540  0.4380
H21 4.123668 -0.637178 -2.944518  0.4117
H22 2.974417 -1.854432 -2.349933  0.3952
H23 3.753881 -1.420317 -0.091123  0.3382
H24 3.587412 0.247307 0.490014  0.0944
H25 4.853103 -0.155694 -0.699243  0.4510
C15 -0.899523 -3.841945 -1.020359  -1.0520
Si1 -1.372049 -2.773737 0.481692  -0.0656
C16 -2.177694 -4.028354 1.672753  -1.2397
C17 -2.838630 -1.716042 -0.108195  -0.4435
C18 0.033565 -1.790337 1.167669  1.8805
Si2 1.602383 -2.745479 1.411755  -0.2479
C19 1.392243 -4.476463 2.179013  -1.2079
C20 2.839895 -1.874301 2.574501  -1.1855
C21 2.585450 -3.035243 -0.189990  0.2343
Si3 -0.367242 -0.672103 2.531756  -1.1789
C22 -0.410993 -1.467497 4.268646  -1.2275
C23 -1.934750 0.412685 2.572785  -0.8434
C24 0.860107 0.819554 2.659842  0.2584
C25 1.640781 0.964982 3.808523  -0.4498
C26 2.366848 2.114517 4.052916  -0.6736
C27 2.227444 3.174840 3.162770  -1.1227
C28 1.440818 2.995705 2.051131  -0.1768
N1 0.812703 1.836742 1.774454  0.7724
H26 -1.701200 -4.557405 -1.217931  0.4797
H27 0.010862 -4.413509 -0.826594  0.2582
H28 -0.741400 -3.253088 -1.927282  0.2754
H29 -2.977894 -4.580615 1.172287  0.3819
H30 -2.612886 -3.531972 2.544657  0.2824
H31 -1.449603 -4.755955 2.037633  0.3017
H32 -3.453269 -2.288763 -0.808024  0.6110
H33 -2.509873 -0.808571 -0.619912  -0.5379
H34 -3.487514 -1.423283 0.720367  0.4797
H35 0.842027 -4.412026 3.121420  0.3249
H36 2.353895 -4.953956 2.383921  0.3652
H37 0.827889 -5.136963 1.515627  0.3027
H38 2.912096 -0.804393 2.370019  0.1807
H39 3.841882 -2.300829 2.485984  0.5282
H40 2.530292 -1.989850 3.617090  0.3229
H41 1.995121 -3.570196 -0.936341  0.4204
H42 3.494726 -3.613651 -0.003357  0.6559
H43 2.886152 -2.081470 -0.623727  -1.5028
H44 -1.107564 -2.308135 4.218064  0.3106
H45 -0.752801 -0.805995 5.069496  0.3269
H46 0.552573 -1.889303 4.568802  0.3563
H47 -2.830341 -0.172266 2.359319  0.4297
H48 -1.875541 1.232693 1.852931  -0.3133
H49 -2.062508 0.857126 3.561940  0.4649
H50 1.691815 0.129673 4.492257  0.4232
H51 3.011547 2.196694 4.917801  0.4733
H52 2.708026 4.128133 3.331803  0.4626
H53 1.278089 3.810267 1.360066  0.2066
Cl1 2.106670 2.993269 -2.710200  -0.1664
C29 1.772779 2.934638 -0.970420  -1.4363
H54 1.585285 3.963568 -0.672939  0.7335
H55 2.673755 2.565784 -0.487972  0.6501

Forces on atoms 1 to 2 (eV/Å):
-0.10 -0.28 -1.26
-0.07 -0.04 -0.09

- electronic energy of number 2 (C29H55BiClNO2Si3)?
  -2886.45748 Eh